Entry from the OMol25 dataset: 2 unconnected molecules or ions with the total composition C4H11NO2 (ωB97M-V with the def2-TZVPD basis set).

Calculated values
- 2S+1: 1
- Highest occupied orbital energy: -9.57 eV
- LUMO: 0.873 eV
- Energy above the lowest of the compared OMol25 structures with the same formula, charge and spin: 2.005 eV
- E_tot: -364.19450 a.u.
- Kohn-Sham gap: 0.3839 Ha

The geometry in XYZ format:
```
18
Properties=species:S:1:pos:R:3:forces:R:3
C -0.46547 -1.66359 0.30759 2.6 2.7 2.4
C -1.08880 -0.52570 -0.51186 -0.1 0.6 -1.6
C -2.61904 -0.84332 -0.66645 1.1 1.9 2.0
N -0.90803 0.87146 0.03904 1.4 0.0 -0.4
C 0.32510 1.51291 0.39404 -2.4 -0.6 2.0
O 1.12332 0.92041 1.07989 1.0 0.0 -0.9
H -0.63352 -1.34786 1.39770 -0.2 -1.2 -1.3
H -0.57387 -2.70103 0.08038 -1.1 -0.5 -0.3
H 0.66105 -1.56014 0.26967 -1.0 0.1 -0.1
H -0.57201 -0.47725 -1.49239 -0.4 -0.2 0.3
H -3.33353 -0.10810 -1.08906 0.9 -0.1 0.0
H -2.81233 -0.88988 0.43240 -0.9 -0.7 -0.8
H -2.70141 -1.75324 -1.19758 -0.3 -1.1 -0.1
H -1.72626 1.38835 0.28989 -0.4 0.3 -0.4
H 0.40138 2.64702 0.32388 -0.4 -1.2 -0.5
O 3.18102 0.10384 -0.62185 1.7 -0.8 0.2
H 2.45700 -0.02789 -0.03582 -1.6 0.3 0.6
H 3.84425 -0.34609 -0.05664 0.1 0.5 -0.9
```
Positions in Å, forces in eV/Å.


Entry from the OMol25 dataset: a molecular structure, C3H5FS (ωB97M-V with the def2-TZVPD basis set).

Calculated values
- 2S+1: 1
- Highest occupied orbital energy: -9.30 eV
- LUMO: 0.056 eV
- Energy above the lowest of the compared OMol25 structures with the same formula, charge and spin: 2.096 eV
- E_tot: -615.26001 a.u.
- Kohn-Sham gap: 0.3437 Ha

The geometry in XYZ format:
```
10
Properties=species:S:1:pos:R:3:forces:R:3
C 0.75858 -0.39476 0.72898 0.1 -0.8 3.4
C -0.57388 -0.35470 0.11864 0.8 2.9 -1.4
C -1.29126 0.70962 -0.23554 -0.1 2.0 0.1
H 1.29125 0.23942 -1.72871 2.4 -1.1 3.3
H 0.68847 -1.42878 1.28607 1.0 1.8 -0.9
H 0.85314 0.40066 1.50726 -0.2 -0.7 -0.5
H -2.06929 0.78348 -0.98937 -0.2 -1.1 0.2
H -1.11471 1.77310 0.08160 0.5 -1.5 0.3
F -0.79019 -1.51060 -0.43034 -1.2 -2.3 -1.1
S 2.24789 -0.21743 -0.33859 -3.1 0.7 -3.3
```
Positions in Å, forces in eV/Å.


Entry from the OMol25 dataset: 2 unconnected molecules or ions with the total composition C4H11N2O (ωB97M-V with the def2-TZVPD basis set).

Calculated values
- Total charge: +1
- 2S+1: 1
- Highest occupied orbital energy: -12.22 eV
- LUMO: -8.404 eV
- Energy above the lowest of the compared OMol25 structures with the same formula, charge and spin: 5.727 eV
- E_tot: -343.35368 a.u.
- Kohn-Sham gap: 0.1403 Ha

The geometry in XYZ format:
```
18
Properties=species:S:1:pos:R:3:forces:R:3
O -1.11959 -1.19488 -1.35581 0.0 -0.1 0.7
C -0.23659 -0.37823 -1.43794 -0.9 -0.9 -1.7
C 0.35825 0.19242 -0.24584 0.6 1.8 0.7
C 1.12057 1.41540 -0.34422 -1.5 -0.2 -0.7
C 2.67539 1.06180 -0.24166 1.5 -0.8 1.9
N 2.95579 0.41714 1.00638 -0.5 -0.4 0.5
N -4.87721 -1.97668 1.07985 0.0 1.6 -0.4
H 0.01462 -0.01414 -2.44249 0.5 0.3 0.2
H 0.09763 -0.25020 0.71339 0.1 -0.2 -0.1
H 0.86563 2.16199 0.40641 0.3 -0.3 0.5
H 0.96341 1.88087 -1.32095 0.2 -0.2 -0.1
H 3.28883 1.95835 -0.25409 -0.3 0.3 -0.6
H 2.93399 0.38235 -1.04519 -0.2 0.3 -0.4
H 2.22228 -0.05985 1.49527 -0.3 -0.5 -0.4
H 3.49027 0.81826 1.75977 0.5 0.8 -0.6
H -5.79938 -1.87754 0.68906 -0.7 -0.7 0.5
H -4.36224 -1.62513 0.29085 0.9 0.0 -0.1
H -4.59164 -2.91194 1.24720 -0.2 -0.9 0.0
```
Positions in Å, forces in eV/Å.


Entry from the OMol25 dataset: a molecular structure, C39H36Cl2I2N5O4PRuS (ωB97M-V with the def2-TZVPD basis set).

Calculated values
- Total charge: +1
- 2S+1: 2
- Highest occupied orbital energy (spin up / spin down): -9.83 / -9.80 eV
- LUMO (spin up / spin down): -2.981 / -3.888 eV
- Energy above the lowest of the compared OMol25 structures with the same formula, charge and spin: 0.000 eV
- ⟨S²⟩: 0.7551
- E_tot: -4432.55568 a.u.
- Kohn-Sham gap (spin up / spin down): 0.2518 / 0.2173 Ha

The geometry in XYZ format:
```
91
Properties=species:S:1:pos:R:3:forces:R:3
Ru 0.61197 0.43385 1.51609 -0.4 -0.9 0.1
O 3.15235 1.98168 1.11589 0.0 0.1 0.1
N 2.72555 0.67737 1.31553 0.2 0.2 0.3
C 3.60837 -0.17142 1.66689 0.1 0.0 -0.2
C 3.38658 -1.59562 1.91446 0.0 -0.1 0.1
C 4.33246 -2.21449 2.72290 0.0 0.0 0.0
C 4.18486 -3.54215 3.09646 0.0 0.0 0.0
C 3.08845 -4.25584 2.65539 0.0 0.0 0.0
C 2.15929 -3.66058 1.80556 0.0 0.0 0.0
C 2.30740 -2.34483 1.40863 0.0 0.0 0.0
P 1.11604 -1.52380 0.31849 0.0 0.1 0.0
C -0.04952 -2.74564 -0.33825 0.1 -0.1 0.0
C -1.41997 -2.52215 -0.33450 0.0 0.0 0.0
C -2.27748 -3.42114 -0.95648 0.0 0.0 0.0
C -1.76711 -4.54784 -1.58006 0.0 0.0 0.0
C -0.39486 -4.77226 -1.59813 0.0 0.0 0.0
C 0.46088 -3.87050 -0.99145 0.0 0.0 0.0
C 2.04772 -1.18211 -1.22528 0.0 0.0 0.0
C 3.42338 -1.32192 -1.37053 0.0 0.0 0.0
C 4.03758 -1.03313 -2.58313 0.0 0.0 0.0
C 3.28398 -0.60636 -3.66456 0.0 0.0 0.0
C 1.90631 -0.48529 -3.53525 0.0 0.0 0.0
C 1.29468 -0.77477 -2.32809 0.0 0.0 0.0
H 4.02498 2.08650 1.52782 0.0 0.0 0.0
H 4.62955 0.18385 1.81122 0.0 0.0 0.0
H 5.17697 -1.64366 3.09034 0.0 0.0 0.0
H 4.91658 -4.00460 3.74457 0.0 0.0 0.0
H 2.94762 -5.28330 2.96296 0.0 0.0 0.0
H 1.30318 -4.22791 1.46834 0.0 0.0 0.0
H -1.82683 -1.64590 0.14850 0.0 0.0 0.0
H -3.34444 -3.23981 -0.94282 0.0 0.0 0.0
H -2.43576 -5.25368 -2.05504 0.0 0.0 0.0
H 0.00713 -5.64616 -2.09316 0.0 0.0 0.0
H 1.53180 -4.03356 -1.03721 0.0 0.0 0.0
H 4.02896 -1.68983 -0.55253 0.0 0.0 0.0
H 5.10807 -1.15630 -2.68234 0.0 0.0 0.0
H 3.76433 -0.38549 -4.60844 0.0 0.0 0.0
H 1.30632 -0.17378 -4.38166 0.0 0.0 0.0
H 0.21488 -0.70732 -2.24644 0.0 0.0 0.0
I 1.98331 -1.84349 5.96223 0.0 0.0 0.0
C 1.41790 0.11801 5.57649 0.0 -0.1 0.0
C 1.33498 1.05661 6.62074 0.0 0.0 0.1
C 0.96225 2.35323 6.39032 0.0 0.0 0.0
I 0.87138 3.67541 7.99906 0.0 0.0 0.0
C 0.64610 2.77574 5.07367 0.0 0.0 0.0
C 0.25529 4.08337 4.69732 0.0 0.0 0.0
C -0.01614 4.36846 3.39134 0.0 0.0 0.0
C 0.08763 3.35184 2.42750 0.0 0.0 0.0
N 0.44430 2.13105 2.74161 0.0 0.0 0.1
C 0.72855 1.82049 4.04369 0.0 0.0 0.0
C 1.12001 0.47067 4.27782 0.0 0.0 0.0
O 1.18736 -0.37173 3.26502 0.0 0.2 -0.3
H 1.57238 0.73551 7.62584 0.0 0.0 0.0
H 0.17404 4.84982 5.45639 0.0 0.0 0.0
H -0.32259 5.35737 3.08191 0.0 0.0 0.0
H -0.14789 3.54580 1.38942 0.0 0.0 0.0
C -1.99471 0.76825 -5.65738 0.0 0.0 0.0
C -2.28476 0.09966 -4.32217 0.0 0.0 0.0
N -3.31180 0.78628 -3.54262 0.0 0.0 0.0
C -4.70511 0.51825 -3.91055 0.0 0.0 0.0
C -5.25721 -0.70672 -3.19614 0.0 0.0 0.0
C -3.09439 1.42752 -2.37644 0.0 0.1 -0.1
O -3.99705 1.80620 -1.64199 0.0 0.0 0.0
C -1.67179 1.70477 -1.96797 0.0 0.0 0.1
C -0.81200 2.52629 -2.67884 0.0 0.0 0.0
C 0.44275 2.79074 -2.15670 0.0 0.0 0.0
C 0.81507 2.19386 -0.96824 0.0 0.0 -0.1
N -0.01375 1.39372 -0.28125 0.1 0.0 0.1
C -1.24698 1.18833 -0.75535 0.0 0.0 0.0
H -1.25058 0.19435 -6.21079 0.0 0.0 0.0
H -1.61432 1.78064 -5.51934 0.0 0.0 0.0
H -2.89065 0.83014 -6.27465 0.0 0.0 0.0
H -1.37614 0.02778 -3.72673 0.0 0.0 0.0
H -2.62523 -0.92647 -4.48464 0.0 0.0 0.0
H -4.73580 0.38492 -4.99193 0.0 0.0 0.0
H -5.29361 1.39949 -3.66477 0.0 0.0 0.0
H -4.66715 -1.59667 -3.42495 0.0 0.0 0.0
H -6.28343 -0.89615 -3.51026 0.0 0.0 0.0
H -5.25340 -0.54657 -2.11855 0.0 0.0 0.0
H -1.12550 2.97118 -3.61450 0.0 0.0 0.0
H 1.13892 3.44110 -2.66658 0.0 0.0 0.0
H 1.79839 2.34975 -0.54911 0.0 0.0 0.0
H -1.91166 0.60149 -0.13738 0.0 0.0 0.0
O -0.89928 -2.49178 2.87830 -0.1 0.0 0.1
S -1.75587 -1.31860 2.74839 0.3 0.0 -0.1
N -1.20889 -0.10995 2.06023 0.0 0.4 0.0
Cl -3.17559 2.60158 1.75977 0.0 0.0 0.0
C -3.71435 3.87611 0.66135 0.0 0.0 0.0
Cl -2.33742 4.79716 0.00175 0.0 0.0 0.0
H -4.33982 4.56988 1.20838 0.0 0.0 0.0
H -4.21797 3.40526 -0.17342 0.0 0.0 0.0
```
Positions in Å, forces in eV/Å.


Entry from the OMol25 dataset: 2 unconnected molecules or ions with the total composition C17H30BIO7P (ωB97M-V with the def2-TZVPD basis set).

Calculated values
- Total charge: -1
- 2S+1: 1
- Highest occupied orbital energy: -4.24 eV
- LUMO: 1.275 eV
- E_tot: -1855.95123 a.u.
- Kohn-Sham gap: 0.2027 Ha

The geometry in XYZ format:
```
57
Properties=species:S:1:pos:R:3:forces:R:3
C 1.24517 2.61747 1.30931 -6.1 -2.0 -1.9
C 0.04267 2.40696 0.78451 6.7 1.8 4.0
P -1.79471 2.14763 0.39980 0.6 -3.2 -0.5
C -2.35322 2.22378 2.19830 0.0 0.3 2.2
C -2.29113 3.60911 2.98396 -0.2 0.5 2.3
C -0.82640 4.07381 3.52127 -0.3 -0.9 -2.8
I -0.96591 5.60377 5.06062 0.1 -0.8 -0.5
C -2.37058 0.29827 0.33814 -0.7 -0.8 0.0
C -1.15485 -0.73768 0.09875 -0.3 -0.8 -1.1
C -1.20964 -1.48647 -1.36217 0.9 -0.5 0.5
C 0.30535 -2.07781 -1.58135 -1.2 0.1 0.1
C 0.36666 -3.33604 -2.58580 0.1 0.4 -0.1
O 1.52034 -4.19286 -2.23695 1.2 1.9 1.0
C 2.71099 -3.40857 -2.06534 2.2 3.0 -2.6
C 3.59839 -3.39781 -0.70382 -1.2 -0.8 0.3
O 3.11563 -2.65368 -3.02062 -2.2 -3.2 3.6
C -1.25970 1.91729 -1.43568 1.7 2.8 -2.1
C -0.78877 3.49534 -2.01715 -2.2 -1.9 -3.0
C -0.03133 3.46859 -3.54445 0.3 2.0 1.8
O -1.54439 3.99906 -3.23071 2.8 0.0 5.2
B -3.06204 3.43050 -0.24044 -3.4 3.0 -1.6
O -4.26586 2.98555 -0.95541 1.7 1.1 2.2
O -2.95425 4.89014 -0.09701 1.5 -3.3 0.8
H 2.20649 2.53793 1.95446 -2.1 0.4 -1.8
H -3.46114 1.85364 2.24072 1.8 0.7 -0.3
H -1.75801 1.43492 2.82361 -0.9 1.3 -1.1
H -2.75950 4.53103 2.48854 0.5 -1.5 0.4
H -2.91279 3.45467 3.96497 0.9 0.3 -1.8
H -0.23005 3.13489 3.80015 -0.8 1.7 0.1
H -0.30847 4.57856 2.60645 -0.6 -0.9 2.0
H -3.17344 0.25440 -0.50921 1.6 0.0 1.3
H -2.91395 -0.03065 1.29601 0.8 0.7 -1.4
H -1.21726 -1.57893 0.88042 0.1 1.4 -1.1
H -0.10131 -0.28659 0.17283 -1.7 -0.4 0.1
H -1.92198 -2.39364 -1.35561 0.9 1.5 0.2
H -1.54131 -0.77446 -2.20116 0.6 -1.0 1.3
H 0.61323 -2.48608 -0.53209 -0.2 0.8 -1.9
H 0.96707 -1.18710 -1.91543 -0.8 -1.7 0.6
H 0.50299 -3.04440 -3.69578 -0.5 -0.3 1.8
H -0.56973 -4.00495 -2.41918 1.7 1.1 -0.4
H 4.38081 -4.24588 -0.75718 -1.3 1.4 0.1
H 4.11257 -2.37994 -0.51569 -0.9 -1.7 -1.0
H 2.96062 -3.61063 0.24180 1.1 0.0 -1.8
H -0.26667 1.35392 -1.55584 -1.7 0.5 0.1
H -2.10117 1.57736 -2.13934 1.4 0.5 1.0
H -0.37107 4.28952 -1.19448 -0.9 -1.8 -2.4
H 0.81817 4.11903 -3.03684 -1.4 0.5 -0.6
H -0.12719 4.20715 -4.40269 0.6 -2.0 -0.3
H -5.02461 3.58820 -0.73888 1.2 -0.5 -0.5
H -2.11944 5.00057 0.44047 -1.3 0.4 -0.8
C 4.22836 -7.07750 1.43983 0.0 -0.6 -0.2
C 4.46503 -5.80400 2.24524 0.3 0.1 0.5
O 5.15436 -5.94400 3.28575 -0.3 0.4 -0.4
O 3.93659 -4.76666 1.76287 0.2 -0.1 0.4
H 4.71028 -7.93952 1.90816 0.0 0.1 0.0
H 3.15553 -7.27742 1.36825 0.0 0.1 -0.1
H 4.63457 -6.95977 0.43106 -0.1 0.0 0.0
```
Positions in Å, forces in eV/Å.